[1]
Below is a structure of composition C40H47F6N5O11ReSSi in a non-equilibrium geometry, with properties calculated with ωB97M-V/def2-TZVPD.

The geometry in XYZ format:
```
112
Properties=species:S:1:pos:R:3:forces:R:3
Re 0.482 -0.892 0.073 3.08 -0.87 -1.51
C 1.400 -2.352 -4.056 -0.05 0.12 0.28
C 1.483 -1.491 -2.807 0.24 0.16 -0.29
O 0.581 -1.768 -1.921 -1.11 -0.21 0.79
C 2.448 -0.545 -2.721 0.08 0.01 0.22
C 2.585 0.358 -1.537 0.53 -0.70 -0.58
C 3.582 0.828 0.703 0.31 -0.10 0.24
N 1.281 0.581 -0.974 -0.22 -1.12 2.08
N 0.555 1.457 -1.609 -1.34 1.16 -1.13
C -0.747 1.250 -1.432 1.76 0.23 -0.32
O -1.172 0.321 -0.688 0.20 -1.00 1.06
C -1.648 1.998 -2.317 -0.44 0.15 -0.15
C -1.158 2.988 -3.169 0.00 -0.04 0.17
C -1.994 3.596 -4.082 -0.07 0.10 -0.11
C -3.327 3.217 -4.169 -0.10 0.00 -0.07
C -3.821 2.241 -3.319 -0.17 0.12 -0.15
C -2.993 1.637 -2.393 0.26 0.00 0.16
H 0.547 -3.017 -3.950 -0.01 -0.09 -0.06
H 1.268 -1.727 -4.936 0.01 0.00 -0.12
H 2.314 -2.933 -4.165 0.03 -0.11 -0.10
H 3.129 -0.365 -3.534 0.12 -0.03 -0.23
H 4.134 0.449 1.559 -0.01 0.04 0.08
H 4.117 1.674 0.268 -0.02 -0.04 0.00
H 2.593 1.150 1.023 -0.02 -0.04 0.06
H -0.113 3.246 -3.103 0.11 0.02 0.00
H -1.611 4.364 -4.744 0.04 0.00 -0.01
H -3.973 3.671 -4.910 -0.04 0.05 0.01
H -4.860 1.945 -3.388 -0.05 -0.03 0.01
H -3.358 0.866 -1.732 0.00 -0.09 0.07
F 4.453 5.804 2.423 -0.18 0.07 0.18
C 3.176 5.838 2.874 0.01 -0.52 -0.58
C 2.253 5.007 2.332 0.83 0.66 0.35
N 0.950 5.029 2.693 -0.06 0.53 0.50
C 0.075 4.038 2.124 -0.11 -1.63 -0.17
C 0.687 2.546 2.400 -0.87 2.05 -0.67
O 1.264 2.433 3.477 0.67 -0.26 1.07
O 0.517 1.774 1.465 -0.22 -0.31 -0.52
C 0.516 5.851 3.710 -0.03 0.03 -0.22
O -0.632 5.925 4.092 -0.25 -0.05 0.13
N 1.497 6.659 4.260 0.16 0.18 0.21
C 2.844 6.768 3.922 -0.30 0.01 0.06
O 3.562 7.576 4.483 0.14 -0.08 -0.07
H 2.525 4.301 1.560 0.02 -0.07 -0.03
H 0.000 4.159 1.041 -0.04 0.13 0.08
H -0.907 4.123 2.586 0.14 0.02 -0.07
H 1.185 7.261 5.014 0.03 -0.15 -0.22
F 2.192 -3.759 0.000 0.38 0.45 -0.10
C 3.013 -2.695 -0.184 1.81 -2.71 -0.63
C 2.544 -1.430 0.041 -2.81 2.18 0.11
C 3.440 -0.278 -0.359 -0.07 0.70 -0.04
F 3.155 1.549 -1.957 0.08 -0.08 0.24
C 4.795 -0.692 -0.819 0.57 -0.38 -0.49
F 5.675 0.296 -1.128 -0.49 -0.69 0.18
C 5.194 -1.985 -0.940 1.15 1.93 -0.36
F 6.451 -2.289 -1.363 -0.54 -0.01 0.21
C 4.306 -3.018 -0.623 -2.63 -0.91 0.86
F 4.687 -4.314 -0.785 -0.22 1.19 0.06
C -3.466 -6.168 3.177 0.09 0.37 -0.05
C -3.256 -4.656 3.016 -0.41 -0.22 0.24
C -4.076 -4.131 1.840 0.23 0.00 0.18
C -3.631 -3.912 4.304 0.15 -0.14 -0.35
O -1.876 -4.438 2.830 0.07 0.03 0.43
Si -0.932 -4.227 1.513 -0.51 1.21 -0.76
S -1.360 -2.443 0.458 0.23 -0.54 0.04
O 0.571 -4.186 2.086 0.48 -0.06 -0.05
C 1.237 -4.918 3.094 0.24 -0.26 0.46
C 0.875 -6.401 2.993 0.06 0.25 -0.06
C 2.737 -4.691 2.895 -0.34 0.04 -0.01
C 0.802 -4.386 4.462 0.02 -0.10 -0.21
O -1.322 -5.539 0.607 0.04 -0.31 0.16
C -1.118 -5.930 -0.737 -0.13 -0.31 -0.53
C -2.050 -7.133 -0.956 0.28 0.31 0.12
C -1.480 -4.812 -1.714 0.15 -0.16 0.16
C 0.341 -6.332 -0.947 -0.31 0.05 0.17
H -4.516 -6.400 3.334 -0.17 -0.05 0.03
H -2.889 -6.532 4.024 0.06 -0.05 0.12
H -3.112 -6.665 2.278 0.02 -0.12 -0.13
H -5.140 -4.199 2.053 -0.13 -0.02 0.03
H -3.849 -4.711 0.950 -0.02 -0.09 -0.20
H -3.803 -3.098 1.642 -0.08 0.16 -0.01
H -4.686 -4.037 4.541 -0.14 -0.02 0.02
H -3.408 -2.857 4.172 -0.02 0.17 0.01
H -3.032 -4.289 5.130 0.06 -0.05 0.11
H 1.258 -6.819 2.067 0.07 -0.09 -0.13
H -0.208 -6.495 2.987 -0.14 -0.15 0.08
H 1.281 -6.957 3.838 0.06 -0.05 0.06
H 3.076 -5.187 1.991 0.07 -0.11 -0.15
H 3.298 -5.067 3.750 0.06 -0.11 0.06
H 2.924 -3.625 2.786 0.06 0.06 0.06
H -0.233 -4.661 4.648 -0.08 0.03 0.08
H 0.876 -3.303 4.463 0.05 0.19 0.06
H 1.442 -4.794 5.244 0.02 -0.02 0.09
H -3.085 -6.816 -0.850 -0.14 0.03 0.00
H -1.846 -7.901 -0.213 0.05 -0.11 0.11
H -1.905 -7.554 -1.948 0.00 -0.05 -0.15
H -2.458 -4.404 -1.474 -0.11 0.05 -0.02
H -1.488 -5.195 -2.733 0.01 -0.12 -0.15
H -0.760 -4.000 -1.640 -0.02 0.11 -0.14
H 0.607 -7.171 -0.308 0.02 -0.13 0.09
H 0.975 -5.489 -0.698 0.18 0.09 -0.03
H 0.506 -6.611 -1.985 0.07 -0.03 -0.15
O 2.854 -1.424 2.485 0.53 -0.04 -0.05
C 1.793 -0.989 2.898 0.03 -0.05 0.49
C 1.586 -0.542 4.336 0.01 0.01 -0.01
C 0.095 -0.285 4.420 -0.07 0.07 0.03
C -0.396 -0.468 2.986 -0.61 0.12 0.84
O -1.549 -0.346 2.645 0.11 0.25 0.07
N 0.651 -0.847 2.182 -0.43 0.16 -1.33
H 2.152 0.384 4.466 -0.01 -0.10 -0.04
H 1.958 -1.299 5.029 0.05 0.00 -0.09
H -0.131 0.730 4.742 -0.06 -0.04 -0.06
H -0.438 -0.989 5.062 -0.03 -0.04 -0.02
```
Positions in Å, forces in eV/Å.

## Properties
**Total charge**: -2
**HOMO energy (spin up / spin down)**: -0.0795 / -0.0825 Ha
**⟨S²⟩**: 1.003
**HOMO-LUMO gap (spin up / spin down)**: 5.406 / 5.791 eV
**Spin multiplicity**: 2

Löwdin population analysis, charges in e, atoms 1 to 6: 1.50, -0.02, -0.47, -0.22, 0.00, -0.43



[2]
Below is a structure of composition C40H47N2O3P2Si2Sn in a non-equilibrium geometry, with properties calculated with ωB97M-V/def2-TZVPD.

The geometry in XYZ format:
```
97
Properties=species:S:1:pos:R:3:forces:R:3
Sn 0.639 0.189 -1.662 0.74 -0.08 -0.57
C -2.997 3.998 -0.622 0.68 -0.36 -0.18
Si -1.346 3.207 -1.157 0.20 0.12 -0.46
C 0.121 4.416 -1.008 -0.65 -0.46 -0.05
C -1.446 2.607 -2.972 0.21 0.15 0.73
N -0.967 1.736 -0.284 0.13 0.02 0.62
P -1.102 1.566 1.287 -0.43 1.36 -0.45
C -0.645 0.097 2.110 -0.07 -0.01 -0.03
P -0.863 -1.421 1.270 -0.51 -1.54 -0.45
N -1.022 -1.532 -0.300 0.41 -0.06 0.58
Si -1.001 -3.030 -1.214 0.15 -0.06 -0.34
C 0.829 -3.470 -1.577 -0.77 0.30 0.11
C -1.846 -4.513 -0.363 0.33 0.65 -0.26
C -1.867 -2.563 -2.841 0.49 -0.26 0.62
C 0.378 -2.553 1.963 -0.14 0.37 -0.25
C 1.704 -2.234 1.697 -0.02 0.05 0.03
C 2.706 -3.110 2.070 0.13 0.03 -0.01
C 2.384 -4.306 2.695 -0.02 0.01 -0.05
C 1.060 -4.629 2.945 -0.03 -0.08 0.02
C 0.052 -3.752 2.581 -0.12 0.12 -0.01
C -2.404 -1.749 2.195 0.49 0.15 -0.02
C -2.357 -1.821 3.581 -0.12 -0.08 0.16
C -3.501 -2.163 4.279 0.07 -0.03 0.12
C -4.678 -2.416 3.591 -0.02 0.01 0.00
C -4.722 -2.315 2.210 -0.01 -0.06 -0.12
C -3.583 -1.970 1.501 -0.04 -0.12 0.03
C -2.836 1.403 1.839 0.60 0.03 -0.01
C -3.243 1.629 3.147 -0.10 0.03 0.07
C -4.595 1.580 3.443 0.02 0.00 0.14
C -5.517 1.278 2.453 0.08 0.04 -0.07
C -5.095 1.020 1.157 -0.02 0.03 -0.05
C -3.750 1.077 0.847 -0.11 0.09 -0.10
C -0.267 2.888 2.199 -0.03 -0.25 -0.24
C -0.861 4.028 2.719 -0.14 -0.15 -0.04
C -0.066 5.042 3.231 -0.01 0.03 0.02
C 1.315 4.917 3.219 -0.02 0.04 -0.03
C 1.909 3.776 2.698 0.14 -0.07 -0.01
C 1.119 2.766 2.188 -0.09 -0.01 0.04
H -3.148 4.947 -1.127 0.06 0.20 -0.12
H -3.024 4.184 0.448 0.01 0.06 0.19
H -3.843 3.362 -0.866 -0.09 -0.14 -0.05
H 0.055 5.194 -1.762 -0.02 0.18 -0.18
H 1.055 3.875 -1.169 0.06 -0.05 -0.01
H 0.176 4.900 -0.037 -0.01 0.03 0.20
H -2.107 3.237 -3.556 -0.08 0.10 -0.18
H -1.813 1.579 -3.028 -0.12 0.03 0.00
H -0.457 2.635 -3.439 -0.01 0.02 -0.07
H 1.353 -3.795 -0.680 0.01 0.01 0.11
H 1.354 -2.592 -1.972 0.09 -0.09 -0.06
H 0.910 -4.262 -2.316 0.01 -0.12 -0.16
H -1.165 -5.018 0.316 0.16 -0.05 0.10
H -2.165 -5.239 -1.104 -0.04 -0.13 -0.21
H -2.722 -4.219 0.207 -0.17 0.06 0.06
H -1.399 -1.674 -3.271 0.02 0.02 -0.08
H -2.923 -2.353 -2.708 -0.20 0.07 0.12
H -1.778 -3.372 -3.558 0.02 -0.14 -0.24
H 1.939 -1.300 1.189 0.15 -0.09 0.02
H 3.738 -2.872 1.866 0.13 0.06 -0.02
H 3.169 -4.991 2.979 0.06 -0.06 0.03
H 0.808 -5.569 3.415 0.01 -0.03 0.04
H -0.985 -3.993 2.774 0.00 -0.08 0.02
H -1.427 -1.618 4.091 0.01 -0.01 0.11
H -3.474 -2.239 5.356 -0.01 0.01 0.08
H -5.568 -2.691 4.135 -0.10 -0.03 0.07
H -5.643 -2.513 1.682 -0.07 -0.01 -0.04
H -3.591 -1.892 0.423 -0.03 0.03 -0.08
H -2.516 1.844 3.915 0.06 0.03 0.09
H -4.935 1.775 4.448 -0.01 0.01 0.13
H -6.568 1.245 2.690 -0.14 -0.02 0.05
H -5.819 0.775 0.395 -0.07 -0.02 -0.12
H -3.387 0.889 -0.153 -0.03 -0.06 -0.13
H -1.938 4.120 2.729 -0.09 0.08 -0.01
H -0.530 5.932 3.632 0.01 0.03 0.03
H 1.934 5.711 3.610 0.02 0.05 0.04
H 2.985 3.679 2.684 0.05 0.01 0.02
H 1.554 1.865 1.766 0.24 0.06 0.01
C 7.898 0.056 -1.264 0.08 0.08 0.35
O 7.510 -0.104 -2.611 -0.16 -0.01 -0.37
C 6.220 -0.027 -2.969 -0.38 0.00 -0.14
C 5.982 -0.190 -4.354 0.16 -0.07 -0.12
C 4.713 -0.172 -4.841 0.10 0.00 0.10
C 3.582 -0.006 -4.006 0.18 0.04 0.47
C 2.278 0.024 -4.577 -0.19 0.00 -0.07
C 2.114 0.130 -6.070 -0.16 0.02 0.07
O 1.209 -0.025 -3.917 -0.27 0.06 0.33
C 3.818 0.162 -2.604 -0.15 -0.02 -0.36
O 2.867 0.345 -1.732 -0.95 0.04 0.52
C 5.144 0.174 -2.129 0.30 0.01 0.32
H 8.943 -0.250 -1.219 -0.13 0.06 0.02
H 7.310 -0.572 -0.591 -0.01 -0.01 -0.06
H 7.817 1.102 -0.955 -0.06 -0.05 -0.01
H 6.834 -0.330 -4.999 0.07 -0.05 -0.10
H 4.562 -0.326 -5.896 0.04 0.03 -0.13
H 2.791 0.869 -6.485 0.05 0.05 -0.11
H 1.084 0.404 -6.290 0.04 -0.02 0.03
H 2.319 -0.832 -6.535 0.06 -0.09 -0.07
H 5.258 0.353 -1.070 0.09 -0.05 0.06
```
Positions in Å, forces in eV/Å.

## Properties
**Total charge**: +1
**HOMO energy (spin up / spin down)**: -0.3802 / -0.3802 Ha
**HOMO-LUMO gap (spin up / spin down)**: 5.345 / 5.346 eV

Löwdin population analysis, charges in e, atoms 1 to 6: 1.52, -0.16, 0.37, -0.16, -0.19, -0.40



Per-record relative energy (zero: lowest compared OMol25 entry of this formula, charge and spin), kcal per mole: 53.1; 106.7